1.
The following is a DFT calculation (ωB97M-V with the def2-TZVPD basis set) of C5H7NO in the gas phase at a distorted geometry.

Last column: Mulliken charge in e.
Positions of all 14 atoms, in Å:
C 1.645 0.290 -0.488  -1.308
C 0.203 0.763 -0.643  -0.453
C -0.811 -0.008 0.194  1.191
C -2.096 -0.229 -0.472  -0.236
N -3.084 -0.412 -1.045  -0.415
C -0.456 -0.940 1.279  -0.629
O -0.919 0.368 1.558  -0.439
H 1.983 0.349 0.551  0.327
H 2.316 0.914 -1.087  0.367
H 1.756 -0.746 -0.831  0.361
H 0.106 1.816 -0.352  0.305
H -0.096 0.702 -1.695  0.391
H -1.140 -1.747 1.536  0.312
H 0.594 -1.119 1.495  0.226

Values from the calculation:
Orbital gap (eV): 11.924
Total charge: 0
Energy (hartree): -324.6586
E_HOMO (eV): -11.1
Relative energy (zero: lowest compared OMol25 entry of this formula, charge and spin) (kJ/mol): 172.9



2.
The following is a DFT calculation (ωB97M-V with the def2-TZVPD basis set) of a 10-piece molecular cluster, H21O10 overall at a distorted geometry.

Last column: Mulliken charge in e.
Positions of all 31 atoms, in Å:
O 10.820 16.155 23.447  -0.336
H 10.339 16.343 22.602  0.411
H 10.279 16.677 24.204  0.457
H 11.865 16.632 23.282  0.427
O 8.900 16.641 25.385  -0.720
H 8.845 15.651 25.323  0.362
H 9.454 16.942 26.162  0.353
O 11.267 19.050 25.088  -0.597
H 10.431 19.547 24.953  0.319
H 11.530 19.463 25.887  0.297
O 10.392 15.917 20.384  -0.630
H 10.947 15.189 19.986  0.323
H 9.470 15.650 20.097  0.282
O 12.405 18.168 20.212  -0.623
H 12.482 18.751 21.029  0.305
H 11.646 17.580 20.389  0.325
O 10.887 13.286 24.632  -0.585
H 10.409 13.389 23.712  0.295
H 11.319 12.413 24.596  0.290
O 13.099 17.495 23.220  -0.585
H 14.036 17.252 23.514  0.320
H 12.933 18.495 23.592  0.349
O 7.869 16.090 22.230  -0.577
H 7.716 17.069 21.993  0.343
H 7.758 15.637 21.497  0.231
O 13.552 14.624 23.062  -0.617
H 13.679 14.793 22.120  0.284
H 13.875 13.750 23.345  0.260
O 12.837 15.003 25.849  -0.595
H 12.280 14.313 26.157  0.326
H 12.917 14.652 24.926  0.308

Values from the calculation:
Orbital gap (eV): 10.542
Total charge: +1
Energy (hartree): -764.6975
E_HOMO (eV): -13.7
Relative energy (zero: lowest compared OMol25 entry of this formula, charge and spin) (kJ/mol): 226.8



3.
The following is a DFT calculation (ωB97M-V with the def2-TZVPD basis set) of C10H28BaO10 as an isolated structure at a distorted geometry.

Last column: Mulliken charge in e.
Positions of all 49 atoms, in Å:
Ba 29.603 3.766 9.535  1.687
C 26.178 2.121 10.867  -0.745
O 26.803 3.285 10.271  -0.219
H 25.833 1.458 10.073  0.294
H 26.877 1.575 11.494  0.177
H 25.358 2.493 11.483  0.337
H 26.159 3.622 9.640  0.196
C 29.824 1.738 12.572  -0.673
O 29.202 2.931 12.099  -0.249
H 29.629 1.518 13.621  0.370
H 29.433 0.875 12.026  0.075
H 30.907 1.757 12.436  0.314
H 28.590 3.223 12.782  0.179
C 30.083 3.974 5.821  -0.640
O 30.882 4.018 7.016  -0.382
H 29.022 4.027 6.045  0.217
H 30.334 4.816 5.170  0.377
H 30.297 3.075 5.241  0.298
H 31.794 3.999 6.699  0.226
C 28.472 6.563 7.655  -0.791
O 27.831 5.348 8.127  -0.268
H 29.294 6.836 8.312  0.306
H 28.789 6.459 6.619  0.344
H 27.721 7.349 7.704  0.314
H 27.068 5.158 7.572  0.188
C 26.604 7.259 10.646  -0.373
O 27.623 7.620 11.556  -0.329
C 28.594 6.775 11.792  0.643
O 28.807 5.736 11.190  -0.394
O 29.188 7.165 12.902  -0.314
C 30.186 6.308 13.463  -0.426
H 25.687 7.748 10.967  0.354
H 26.433 6.185 10.582  0.113
H 26.775 7.606 9.626  0.143
H 31.163 6.737 13.250  0.300
H 30.142 5.304 13.042  0.062
H 30.016 6.211 14.531  0.284
C 29.388 -0.921 9.759  -0.740
O 29.023 0.428 9.421  -0.190
C 28.706 0.717 8.156  0.660
O 28.431 1.862 7.857  -0.517
O 28.786 -0.304 7.356  -0.354
C 28.377 -0.173 6.009  -0.593
H 30.137 -1.342 9.095  0.368
H 28.525 -1.569 9.892  0.325
H 29.852 -0.871 10.745  0.263
H 28.530 -1.087 5.435  0.270
H 28.935 0.590 5.466  0.194
H 27.304 -0.004 5.907  0.319

Values from the calculation:
Orbital gap (eV): 11.001
Total charge: +2
Energy (hartree): -1175.2744
E_HOMO (eV): -16.6
Relative energy (zero: lowest compared OMol25 entry of this formula, charge and spin) (kJ/mol): 7.1



4.
The following is a DFT calculation (ωB97M-V with the def2-TZVPD basis set) of C9H26Br2CuN4O3 as an isolated structure at a distorted geometry.

Last column: Mulliken charge in e.
Positions of all 45 atoms, in Å:
Cu 0.238 -0.595 0.535  0.480
Br 1.418 0.200 2.910  -0.647
Br -1.317 -1.677 -1.317  -0.680
C -1.399 -3.058 2.158  0.452
O -0.559 -2.184 1.828  -0.342
N -1.543 -3.356 3.483  -0.480
N -2.318 -3.506 1.471  -0.217
H -0.918 -2.927 4.151  0.253
H -2.421 -3.790 3.727  0.136
H -2.947 -4.170 1.900  0.163
H -2.439 -3.237 0.504  0.119
C 3.149 0.740 -2.392  -1.578
C 2.057 -0.042 -1.705  0.556
C 2.663 -1.350 -1.050  -0.831
O 1.741 -2.026 -0.044  -0.046
C 2.198 -3.304 0.451  -0.839
N 1.536 0.846 -0.645  -0.250
H 3.831 0.144 -2.999  0.384
H 3.842 1.266 -1.735  0.395
H 2.794 1.615 -2.937  0.369
H 1.265 -0.190 -2.439  0.297
H 3.558 -1.139 -0.465  0.347
H 2.794 -2.164 -1.763  0.452
H 2.875 -3.011 1.253  0.342
H 2.780 -3.914 -0.240  0.343
H 1.393 -3.971 0.760  0.163
H 1.045 1.530 -1.203  0.512
H 2.184 1.528 -0.277  0.220
C -2.543 3.006 1.507  -1.587
C -1.809 2.158 0.406  0.773
C -0.808 2.946 -0.439  -1.576
O -0.257 2.441 -1.658  -0.425
C -1.114 2.557 -2.794  -0.898
N -1.481 0.861 0.995  -0.249
H -2.758 4.048 1.271  0.414
H -1.882 3.054 2.373  0.448
H -3.472 2.519 1.802  0.360
H -2.573 2.051 -0.364  0.104
H 0.082 3.451 -0.065  0.461
H -1.303 3.899 -0.626  0.502
H -1.621 3.505 -2.977  0.291
H -1.770 1.696 -2.665  0.362
H -0.553 2.301 -3.693  0.286
H -2.226 0.180 1.025  0.363
H -1.414 1.068 1.981  0.297

Values from the calculation:
Orbital gap (spin up / spin down) (eV): 8.502 / 6.889
Multiplicity: 2
Total charge: 0
Energy (hartree): -7591.7462
E_HOMO (spin up / spin down) (eV): -8.0 / -7.9
⟨S²⟩: 0.754
Relative energy (zero: lowest compared OMol25 entry of this formula, charge and spin) (kJ/mol): 251.9



5.
The following is a DFT calculation (ωB97M-V with the def2-TZVPD basis set) of CH2NO3S as an isolated structure at a distorted geometry.

Last column: Mulliken charge in e.
Positions of all 8 atoms, in Å:
C 0.299 0.152 0.715  -0.519
N 0.678 0.070 -1.092  0.596
O 0.840 1.167 -1.638  -0.545
O 0.595 -0.991 -1.706  -0.532
O -2.251 -0.938 0.717  -0.636
S -1.494 0.336 1.009  0.052
H 0.646 -0.834 1.041  0.271
H 0.688 1.038 0.955  0.314

Values from the calculation:
Orbital gap (eV): 6.599
Total charge: -1
Energy (hartree): -717.8682
E_HOMO (eV): -2.6
Relative energy (zero: lowest compared OMol25 entry of this formula, charge and spin) (kJ/mol): 454.9



6.
The following is a DFT calculation (ωB97M-V with the def2-TZVPD basis set) of C6CuF18O18S6 as an isolated structure at a distorted geometry.

Last column: Mulliken charge in e.
Positions of all 49 atoms, in Å:
Cu 15.772 10.556 -21.288  0.647
C 18.105 13.583 -18.540  0.453
F 19.160 12.731 -18.312  -0.238
F 18.072 14.490 -17.498  -0.251
F 18.233 14.295 -19.707  -0.169
S 16.461 12.552 -18.563  0.714
O 16.210 12.142 -17.176  -0.612
O 15.384 13.410 -19.019  -0.498
O 16.639 11.414 -19.490  -0.619
C 11.712 13.240 -22.909  0.515
F 11.004 13.896 -22.019  -0.219
F 11.427 11.978 -22.989  -0.194
F 11.569 13.710 -24.178  -0.272
S 13.611 13.456 -22.396  0.745
O 13.593 14.126 -21.060  -0.667
O 14.312 12.144 -22.235  -0.046
O 14.245 14.358 -23.347  -0.681
C 19.516 13.347 -22.368  0.528
F 19.777 12.525 -21.318  -0.210
F 19.734 14.582 -21.937  -0.265
F 20.316 13.147 -23.447  -0.244
S 17.619 13.159 -22.861  0.797
O 17.558 12.659 -24.271  -0.580
O 16.991 12.155 -21.987  0.902
O 16.978 14.463 -22.669  -0.648
C 20.280 9.104 -22.880  0.467
F 20.919 8.272 -23.687  -0.221
F 20.389 8.672 -21.588  -0.264
F 20.791 10.335 -22.910  -0.201
S 18.391 9.173 -23.462  0.521
O 17.563 9.513 -22.277  -0.339
O 18.352 10.154 -24.560  -0.505
O 18.140 7.838 -23.969  -0.601
C 13.268 9.974 -25.309  0.511
F 13.084 11.262 -25.558  -0.235
F 12.331 9.605 -24.452  -0.246
F 13.051 9.332 -26.441  -0.257
S 15.072 9.668 -24.629  0.687
O 15.450 8.346 -25.085  -0.597
O 15.959 10.724 -25.166  -0.484
O 14.973 9.682 -23.138  -0.530
C 11.450 10.245 -19.503  0.442
F 10.568 10.532 -18.555  -0.224
F 11.594 8.892 -19.538  -0.242
F 11.013 10.773 -20.667  -0.177
S 13.093 11.132 -19.073  0.833
O 14.063 10.628 -20.079  -0.079
O 12.921 12.570 -19.211  -0.543
O 13.459 10.803 -17.700  -0.604

Values from the calculation:
Orbital gap (spin up / spin down) (eV): 5.921 / 5.915
Multiplicity: 2
Total charge: -4
Energy (hartree): -7409.9687
E_HOMO (spin up / spin down) (eV): 2.3 / 2.3
⟨S²⟩: 0.751
Relative energy (zero: lowest compared OMol25 entry of this formula, charge and spin) (kJ/mol): 336.1